DFT (ωB97M-V with the def2-TZVPD basis set) results for a cluster of 15 separate species, C60H159N21O24 in total.

Last columns: bonded neighbours and bond lengths (Å).
Positions of all 264 atoms, in Å:
1 C 4.233 -3.585 -0.956  O2 1.257, N3 1.355, N4 1.335
2 O 4.833 -3.375 0.128  C1 1.257
3 N 4.906 -3.574 -2.132  C1 1.355, H5 0.996, H6 0.988
4 N 2.900 -3.589 -1.016  C1 1.335, H7 1.018, H8 1.006
5 H 5.851 -3.783 -1.897  N3 0.996
6 H 4.565 -4.078 -2.910  N3 0.988
7 H 2.367 -3.838 -0.185  N4 1.018
8 H 2.359 -3.661 -1.861  N4 1.006
9 C 6.520 -0.183 0.201  O10 1.214, N11 1.401, N12 1.380
10 O 6.887 0.956 0.403  C9 1.214
11 N 7.350 -1.225 -0.233  C9 1.401, H13 1.021, H14 1.006
12 N 5.178 -0.475 0.337  C9 1.380, H15 1.022, H16 0.985
13 H 8.284 -0.856 -0.419  N11 1.021
14 H 7.088 -2.193 -0.142  N11 1.006
15 H 4.789 -1.420 0.294  N12 1.022
16 H 4.657 0.026 1.006  N12 0.985
17 C -1.328 2.645 -2.237  O18 1.253, N19 1.387, N20 1.348
18 O -1.733 3.657 -2.855  C17 1.253
19 N -1.558 1.370 -2.735  C17 1.387, H21 1.003, H22 1.010
20 N -0.730 2.700 -1.030  C17 1.348, H23 1.063, H24 0.982
21 H -1.243 0.518 -2.310  N19 1.003
22 H -2.177 1.291 -3.529  N19 1.010
23 H -0.497 1.784 -0.542  N20 1.063
24 H -0.291 3.524 -0.725  N20 0.982
25 C -3.105 2.241 -6.038  O26 1.248, N27 1.337, N28 1.391
26 O -3.304 1.150 -5.467  C25 1.248
27 N -3.586 2.509 -7.257  C25 1.337, H29 0.988, H30 0.974
28 N -2.301 3.253 -5.524  C25 1.391, H31 0.966, H32 1.007
29 H -3.491 3.456 -7.523  N27 0.988
30 H -4.157 1.936 -7.798  N27 0.974
31 H -2.416 4.163 -5.827  N28 0.966
32 H -2.107 3.179 -4.538  N28 1.007
33 C -0.113 4.866 2.247  O34 1.229, N35 1.376, N36 1.357
34 O 0.737 4.881 3.135  C33 1.229
35 N -1.382 4.469 2.599  C33 1.376, H37 0.984, H38 1.017
36 N 0.145 5.100 0.935  C33 1.357, H39 1.003, H40 1.033
37 H -1.529 4.197 3.532  N35 0.984
38 H -2.124 4.740 1.959  N35 1.017
39 H -0.614 5.230 0.292  N36 1.003
40 H 1.095 5.264 0.564  N36 1.033
41 C 2.499 -3.965 -4.757  O42 1.233, N43 1.413, N44 1.335
42 O 3.175 -4.656 -3.991  C41 1.233
43 N 1.103 -4.177 -4.808  C41 1.413, H45 1.002, H46 1.022
44 N 2.974 -3.137 -5.690  C41 1.335, H47 1.044, H48 0.966
45 H 0.466 -3.454 -5.082  N43 1.002
46 H 0.790 -4.751 -4.023  N43 1.022
47 H 4.011 -3.196 -5.799  N44 1.044
48 H 2.414 -2.879 -6.433  N44 0.966
49 C -4.710 0.030 -0.761  O50 1.404, H58 1.077, H59 1.096, H60 1.121
50 O -5.371 0.915 0.105  C49 1.404, C51 1.394
51 C -6.488 0.377 0.741  O50 1.394, C52 1.499, H61 1.166, H62 1.127
52 C -7.110 1.212 1.819  C51 1.499, N53 1.461, H63 1.088, H64 1.131
53 N -6.192 1.311 2.951  C52 1.461, C54 1.460, H65 0.981
54 C -6.574 2.364 3.889  N53 1.460, C55 1.539, H66 1.055, H67 1.140
55 C -5.671 2.289 5.133  C54 1.539, O56 1.393, H68 1.083, H69 1.145
56 O -4.369 2.675 4.820  C55 1.393, C57 1.380
57 C -3.427 2.438 5.801  O56 1.380, H70 1.129, H71 1.082, H72 1.149
58 H -3.783 0.405 -1.161  C49 1.077
59 H -5.346 -0.277 -1.598  C49 1.096
60 H -4.309 -0.866 -0.219  C49 1.121
61 H -6.075 -0.592 1.240  C51 1.166
62 H -7.253 -0.027 0.019  C51 1.127
63 H -8.045 0.738 2.111  C52 1.088
64 H -7.262 2.215 1.318  C52 1.131
65 H -5.298 1.526 2.609  N53 0.981
66 H -7.511 2.015 4.225  C54 1.055
67 H -6.658 3.423 3.474  C54 1.140
68 H -5.744 1.294 5.553  C55 1.083
69 H -5.896 3.096 5.913  C55 1.145
70 H -2.500 3.049 5.600  C57 1.129
71 H -3.195 1.381 5.829  C57 1.082
72 H -3.722 2.814 6.845  C57 1.149
73 C 1.826 -3.323 2.361  O74 1.399, H82 1.120, H83 1.082, H84 1.106
74 O 0.782 -3.198 1.436  C73 1.399, C75 1.475
75 C -0.443 -3.814 1.979  O74 1.475, C76 1.469, H85 1.065, H86 1.080
76 C -1.391 -3.943 0.864  C75 1.469, N77 1.487, H87 1.110, H88 1.166
77 N -0.831 -4.956 -0.070  C76 1.487, C78 1.495, H89 1.040
78 C -1.365 -4.843 -1.461  N77 1.495, C79 1.507, H90 1.107, H91 1.088
79 C -0.743 -5.721 -2.516  C78 1.507, O80 1.398, H92 1.080, H93 1.088
80 O 0.647 -5.599 -2.429  C79 1.398, C81 1.436
81 C 1.191 -6.705 -1.693  O80 1.436, H94 1.049, H95 1.071, H96 1.083
82 H 2.778 -3.207 1.781  C73 1.120
83 H 1.837 -4.346 2.716  C73 1.082
84 H 1.753 -2.629 3.218  C73 1.106
85 H -0.793 -3.185 2.763  C75 1.065
86 H -0.145 -4.763 2.401  C75 1.080
87 H -1.641 -2.982 0.368  C76 1.110
88 H -2.408 -4.313 1.299  C76 1.166
89 H 0.143 -4.611 -0.192  N77 1.040
90 H -1.268 -3.808 -1.841  C78 1.107
91 H -2.426 -5.080 -1.411  C78 1.088
92 H -1.091 -5.425 -3.495  C79 1.080
93 H -1.021 -6.757 -2.332  C79 1.088
94 H 2.229 -6.595 -1.795  C81 1.049
95 H 0.928 -7.614 -2.195  C81 1.071
96 H 0.858 -6.683 -0.663  C81 1.083
97 C -6.718 -2.695 7.848  O98 1.399, H106 1.108, H107 1.099, H108 1.084
98 O -5.469 -2.642 7.219  C97 1.399, C99 1.380
99 C -4.629 -1.685 7.750  O98 1.380, C100 1.531, H109 1.098, H110 1.090
100 C -3.404 -1.645 6.833  C99 1.531, N101 1.432, H111 1.106, H112 1.104
101 N -2.804 -2.946 6.800  C100 1.432, C102 1.425, H113 0.997
102 C -1.819 -2.952 5.771  N101 1.425, C103 1.469, H114 1.096, H115 1.130
103 C -1.239 -4.293 5.621  C102 1.469, O104 1.465, H116 1.099, H117 1.096
104 O -2.343 -5.093 5.086  C103 1.465, C105 1.426
105 C -2.212 -6.510 5.182  O104 1.426, H118 1.117, H119 1.089, H120 1.102
106 H -7.268 -3.429 7.226  C97 1.108
107 H -7.167 -1.697 7.748  C97 1.099
108 H -6.620 -3.151 8.827  C97 1.084
109 H -4.296 -1.924 8.769  C99 1.098
110 H -5.168 -0.738 7.789  C99 1.090
111 H -2.668 -0.887 7.162  C100 1.106
112 H -3.862 -1.376 5.865  C100 1.104
113 H -3.542 -3.563 6.541  N101 0.997
114 H -0.988 -2.286 6.031  C102 1.096
115 H -2.270 -2.745 4.756  C102 1.130
116 H -0.997 -4.658 6.629  C103 1.099
117 H -0.366 -4.392 4.966  C103 1.096
118 H -2.116 -6.828 6.248  C105 1.117
119 H -1.360 -6.824 4.581  C105 1.089
120 H -3.145 -6.930 4.770  C105 1.102
121 C -5.211 7.041 -2.312  O122 1.416, H130 1.146, H131 1.078, H132 1.038
122 O -5.241 5.996 -1.357  C121 1.416, C123 1.421
123 C -4.164 5.086 -1.535  O122 1.421, C124 1.513, H133 1.145, H134 1.129
124 C -4.061 4.358 -0.213  C123 1.513, N125 1.474, H135 1.111, H136 1.060
125 N -3.706 5.269 0.890  C124 1.474, C126 1.564, H137 0.999
126 C -4.583 5.043 2.166  N125 1.564, C127 1.498, H138 1.120, H139 1.073
127 C -4.566 6.237 3.070  C126 1.498, O128 1.388, H140 1.110, H141 1.166
128 O -5.334 7.257 2.526  C127 1.388, C129 1.393
129 C -5.026 8.461 3.157  O128 1.393, H142 1.102, H143 1.091, H144 1.109
130 H -5.774 7.930 -1.857  C121 1.146
131 H -5.604 6.688 -3.252  C121 1.078
132 H -4.214 7.299 -2.434  C121 1.038
133 H -3.211 5.702 -1.681  C123 1.145
134 H -4.243 4.344 -2.382  C123 1.129
135 H -3.403 3.462 -0.201  C124 1.111
136 H -5.005 3.967 0.070  C124 1.060
137 H -3.997 6.157 0.535  N125 0.999
138 H -4.192 4.116 2.658  C126 1.120
139 H -5.605 4.793 1.956  C126 1.073
140 H -3.545 6.668 3.135  C127 1.110
141 H -4.915 6.038 4.164  C127 1.166
142 H -3.985 8.785 2.998  C129 1.102
143 H -5.190 8.408 4.235  C129 1.091
144 H -5.729 9.252 2.828  C129 1.109
145 C -3.241 -9.319 -9.970  O146 1.399, H154 1.128, H155 1.124, H156 1.094
146 O -2.785 -8.266 -9.169  C145 1.399, C147 1.386
147 C -2.652 -7.051 -9.825  O146 1.386, C148 1.505, H157 1.130, H158 1.087
148 C -2.063 -5.992 -8.933  C147 1.505, N149 1.451, H159 1.099, H160 1.102
149 N -0.722 -6.383 -8.540  C148 1.451, C150 1.479, H161 0.999
150 C -0.246 -5.328 -7.619  N149 1.479, C151 1.506, H162 1.083, H163 1.091
151 C -0.136 -4.007 -8.333  C150 1.506, O152 1.381, H164 1.102, H165 1.099
152 O 0.762 -3.116 -7.778  C151 1.381, C153 1.475
153 C 1.207 -2.183 -8.830  O152 1.475, H166 1.133, H167 1.096, H168 1.077
154 H -2.560 -9.530 -10.845  C145 1.128
155 H -4.231 -9.018 -10.407  C145 1.124
156 H -3.324 -10.224 -9.362  C145 1.094
157 H -3.658 -6.673 -10.176  C147 1.130
158 H -2.061 -7.175 -10.729  C147 1.087
159 H -2.686 -5.843 -8.039  C148 1.099
160 H -1.978 -5.087 -9.555  C148 1.102
161 H -0.666 -7.270 -8.085  N149 0.999
162 H 0.705 -5.758 -7.333  C150 1.083
163 H -0.839 -5.265 -6.705  C150 1.091
164 H -1.093 -3.504 -8.543  C151 1.102
165 H 0.230 -4.293 -9.330  C151 1.099
166 H 1.823 -2.740 -9.600  C153 1.133
167 H 1.762 -1.337 -8.406  C153 1.096
168 H 0.373 -1.675 -9.285  C153 1.077
169 C -0.313 2.593 8.862  O170 1.434, H178 1.068, H179 1.103, H180 1.090
170 O -0.498 2.742 7.448  C169 1.434, C171 1.427
171 C 0.762 2.584 6.796  O170 1.427, C172 1.585, H181 1.112, H182 1.095
172 C 0.436 2.391 5.256  C171 1.585, N173 1.427, H183 1.061, H184 1.105
173 N 1.674 2.272 4.556  C172 1.427, C174 1.411, H185 1.034
174 C 2.157 0.948 4.490  N173 1.411, C175 1.501, H186 1.108, H187 1.082
175 C 3.590 0.851 4.054  C174 1.501, O176 1.357, H188 1.049, H189 1.063
176 O 3.829 1.564 2.925  C175 1.357, C177 1.432
177 C 5.108 2.207 2.929  O176 1.432, H190 1.057, H191 1.078, H192 1.081
178 H -1.219 2.821 9.377  C169 1.068
179 H 0.529 3.195 9.244  C169 1.103
180 H -0.035 1.596 9.204  C169 1.090
181 H 1.183 1.705 7.330  C171 1.112
182 H 1.287 3.508 7.059  C171 1.095
183 H -0.096 3.274 5.005  C172 1.061
184 H -0.158 1.485 5.041  C172 1.105
185 H 1.641 2.942 3.770  N173 1.034
186 H 1.582 0.205 3.904  C174 1.108
187 H 2.090 0.504 5.475  C174 1.082
188 H 3.842 -0.161 3.934  C175 1.049
189 H 4.082 1.252 4.906  C175 1.063
190 H 5.853 1.460 2.998  C177 1.057
191 H 5.231 2.909 3.738  C177 1.078
192 H 5.244 2.652 1.954  C177 1.081
193 C -3.096 -0.645 2.564  O194 1.406, H202 1.075, H203 1.123, H204 1.096
194 O -1.822 -0.616 1.969  C193 1.406, C195 1.464
195 C -1.262 0.737 1.994  O194 1.464, C196 1.505, H205 1.079, H206 1.109
196 C 0.199 0.581 1.667  C195 1.505, N197 1.468, H207 1.106, H208 1.083
197 N 0.408 0.261 0.250  C196 1.468, C198 1.454, H209 1.077
198 C 1.786 -0.043 -0.102  N197 1.454, C199 1.497, H210 1.062, H211 1.131
199 C 2.053 0.134 -1.565  C198 1.497, O200 1.414, H212 1.116, H213 1.101
200 O 1.029 -0.606 -2.199  C199 1.414, C201 1.469
201 C 1.162 -0.551 -3.660  O200 1.469, H214 1.078, H215 1.050, H216 1.148
202 H -3.777 0.033 2.082  C193 1.075
203 H -2.982 -0.192 3.585  C193 1.123
204 H -3.432 -1.688 2.548  C193 1.096
205 H -1.607 1.118 2.942  C195 1.079
206 H -1.732 1.245 1.128  C195 1.109
207 H 0.685 -0.135 2.355  C196 1.106
208 H 0.657 1.547 1.844  C196 1.083
209 H -0.228 -0.509 -0.153  N197 1.077
210 H 2.065 -1.065 -0.023  C198 1.062
211 H 2.594 0.544 0.427  C198 1.131
212 H 3.042 -0.303 -1.843  C199 1.116
213 H 2.091 1.188 -1.884  C199 1.101
214 H 0.276 -1.005 -4.073  C201 1.078
215 H 1.992 -1.154 -3.884  C201 1.050
216 H 1.192 0.537 -4.026  C201 1.148
217 C 8.835 -5.590 -7.314  O218 1.436, H226 1.077, H227 1.089, H228 1.063
218 O 8.795 -4.620 -6.257  C217 1.436, C219 1.384
219 C 8.032 -4.959 -5.153  O218 1.384, C220 1.561, H229 1.120, H230 1.181
220 C 6.523 -4.682 -5.438  C219 1.561, N221 1.438, H231 1.115, H232 1.069
221 N 6.199 -3.338 -5.833  C220 1.438, C222 1.429, H233 1.015
222 C 6.627 -2.273 -4.980  N221 1.429, C223 1.548, H234 1.062, H235 1.178
223 C 5.975 -0.922 -5.361  C222 1.548, O224 1.361, H236 1.114, H237 1.142
224 O 6.693 0.084 -4.791  C223 1.361, C225 1.455
225 C 6.134 1.412 -4.992  O224 1.455, H238 1.110, H239 1.104, H240 1.116
226 H 8.764 -5.050 -8.243  C217 1.077
227 H 8.087 -6.381 -7.334  C217 1.089
228 H 9.809 -6.008 -7.231  C217 1.063
229 H 8.316 -4.254 -4.331  C219 1.120
230 H 8.219 -6.095 -4.893  C219 1.181
231 H 5.956 -4.911 -4.506  C220 1.115
232 H 6.267 -5.381 -6.205  C220 1.069
233 H 6.520 -3.172 -6.783  N221 1.015
234 H 7.687 -2.248 -4.919  C222 1.062
235 H 6.442 -2.559 -3.853  C222 1.178
236 H 4.933 -0.982 -4.970  C223 1.114
237 H 5.918 -0.811 -6.496  C223 1.142
238 H 5.277 1.468 -4.290  C225 1.110
239 H 5.785 1.435 -6.038  C225 1.104
240 H 6.985 2.105 -4.790  C225 1.116
241 C 2.968 3.690 -0.268  O242 1.399, H250 1.128, H251 1.055, H252 1.085
242 O 3.097 5.055 0.013  C241 1.399, C243 1.383
243 C 3.439 5.237 1.342  O242 1.383, C244 1.468, H253 1.100, H254 1.107
244 C 3.101 6.536 1.935  C243 1.468, N245 1.429, H255 1.131, H256 1.059
245 N 3.293 6.551 3.352  C244 1.429, C246 1.420, H257 0.991
246 C 2.821 7.735 3.977  N245 1.420, C247 1.552, H258 1.095, H259 1.118
247 C 3.069 7.709 5.509  C246 1.552, O248 1.423, H260 1.089, H261 1.129
248 O 2.895 9.048 5.958  C247 1.423, C249 1.383
249 C 3.215 9.207 7.294  O248 1.383, H262 1.085, H263 1.065, H264 1.103
250 H 2.092 3.190 0.237  C241 1.128
251 H 3.882 3.224 -0.024  C241 1.055
252 H 2.815 3.523 -1.330  C241 1.085
253 H 4.493 5.026 1.578  C243 1.100
254 H 2.989 4.399 1.908  C243 1.107
255 H 2.055 6.861 1.652  C244 1.131
256 H 3.640 7.322 1.474  C244 1.059
257 H 2.683 5.848 3.692  N245 0.991
258 H 1.744 7.729 3.781  C246 1.095
259 H 3.231 8.679 3.542  C246 1.118
260 H 4.088 7.369 5.690  C247 1.089
261 H 2.377 7.007 6.059  C247 1.129
262 H 2.881 8.317 7.817  C249 1.085
263 H 2.725 10.088 7.637  C249 1.065
264 H 4.300 9.278 7.479  C249 1.103

Properties
HOMO level	-8.10	eV
DFT total energy	-145222.3231	eV
M	1559.06	g/mol
strongest force on any atom	4.1	eV Å⁻¹
relative energy (zero: lowest compared OMol25 entry of this formula, charge and spin)	222.8	kJ/mol
gap between HOMO and LUMO	8.478	eV